Formula: C15H44O7
Source: OMol25
Level of theory: the ωB97M-V functional and the def2-TZVPD basis

Structure (XYZ):
```
66
Properties=species:S:1:pos:R:3:forces:R:3:mulliken_spin:R:1
C 0.477 -0.250 0.781 0.3 -1.5 0.0 0.00
O -0.443 -0.926 1.627 -0.5 0.8 0.3 0.00
H 1.388 -0.848 0.801 0.6 0.6 0.2 0.00
H 0.212 -0.315 -0.274 -0.5 0.5 -0.2 0.00
H 0.606 0.773 1.132 0.1 -0.2 -0.1 0.00
H -0.791 -1.708 1.193 -0.1 -0.2 -0.3 0.00
C -2.050 2.148 3.239 -1.0 1.0 -1.1 0.00
O -3.085 2.087 4.216 1.0 -0.5 0.1 0.00
H -2.471 1.695 2.341 0.2 -0.4 0.0 0.00
H -1.931 3.194 2.955 0.3 0.3 0.0 0.00
H -1.050 1.748 3.408 -0.3 -0.4 0.7 0.00
H -2.691 2.407 5.031 -0.2 0.0 0.3 0.00
C 2.354 -1.468 3.877 -0.5 -0.4 0.0 0.00
O 1.345 -2.446 3.638 0.1 -0.3 -0.3 0.00
H 3.259 -1.780 3.356 0.1 0.0 0.1 0.00
H 2.073 -0.485 3.498 -0.1 0.1 0.1 0.00
H 2.514 -1.438 4.954 0.3 0.3 0.0 0.00
H 0.492 -2.046 3.456 0.1 0.4 -0.1 0.00
C 3.521 -1.631 -0.932 -0.4 0.5 -1.6 0.00
C 4.394 -2.169 -2.051 -0.7 0.6 -1.9 0.00
C 5.030 -1.168 -3.093 -0.5 0.4 0.5 0.00
O 5.369 -2.887 -1.465 2.8 -1.8 1.0 0.00
H 3.998 -0.682 -0.687 -0.6 0.2 0.6 0.00
H 3.437 -2.332 -0.101 0.3 0.1 -0.1 0.00
H 2.532 -1.553 -1.382 -0.2 0.8 0.4 0.00
H 3.860 -2.898 -2.661 -0.4 0.0 0.0 0.00
H 4.324 -0.589 -3.689 -0.4 -0.2 0.1 0.00
H 5.691 -1.651 -3.812 -0.2 -0.5 0.2 0.00
H 5.643 -0.399 -2.622 0.1 0.0 0.5 0.00
H 5.854 -2.310 -0.871 0.3 0.0 0.1 0.00
C 0.187 5.631 0.294 0.8 0.1 1.0 0.01
C -0.075 4.809 -0.934 0.0 0.1 0.2 0.01
C -0.217 3.282 -0.758 1.2 1.0 0.6 0.00
O -1.274 5.335 -1.466 -0.6 -0.4 -1.0 0.06
H 1.187 5.519 0.710 0.1 -0.4 0.0 0.00
H -0.519 5.383 1.087 -0.2 0.1 0.1 0.00
H 0.135 6.691 0.046 -0.3 -0.1 -0.1 0.00
H 0.729 5.052 -1.629 -0.2 -0.3 -0.4 0.00
H -0.235 2.859 -1.763 -0.3 -0.4 0.2 0.00
H -1.006 3.000 -0.061 -0.6 0.1 -0.4 0.00
H 0.659 2.930 -0.214 0.4 -0.2 -0.4 0.00
H -1.917 5.217 -0.762 -0.4 0.2 0.1 0.00
C -0.073 -5.479 1.082 -0.8 1.2 0.3 0.00
C -0.011 -4.028 0.506 1.3 -1.5 -0.3 0.00
C 0.734 -3.964 -0.823 0.6 0.2 0.1 0.00
O -1.286 -3.465 0.320 -0.6 0.0 0.3 0.00
H 0.817 -6.097 0.972 0.0 0.3 -0.1 0.00
H -0.948 -5.999 0.691 0.1 -0.2 -0.2 0.00
H -0.278 -5.289 2.136 0.1 -0.6 0.2 0.00
H 0.466 -3.476 1.316 0.3 0.5 -0.4 0.00
H 0.388 -4.624 -1.618 -0.5 -0.5 0.4 0.00
H 1.774 -4.241 -0.650 0.1 0.2 -0.2 0.00
H 0.663 -2.983 -1.291 0.2 0.3 0.3 0.00
H -1.680 -4.082 -0.301 -0.7 0.2 -0.2 0.00
C -3.478 0.871 -1.150 0.0 -0.4 1.6 0.17
C -4.188 1.496 -2.382 -2.1 1.8 -0.7 0.07
C -5.715 1.753 -2.125 1.3 -0.7 1.6 0.04
O -3.589 2.756 -2.468 -0.3 -0.7 0.3 0.60
H -3.992 -0.082 -1.027 0.0 -0.2 -0.1 0.02
H -3.714 1.471 -0.271 -0.1 0.1 -0.1 0.00
H -2.395 0.745 -1.159 -0.1 0.0 -0.7 0.00
H -4.035 0.939 -3.306 0.5 -0.2 0.1 0.01
H -6.186 0.770 -2.133 -0.4 0.2 -1.0 0.01
H -6.122 2.612 -2.659 0.0 -0.7 -0.5 0.00
H -5.863 1.979 -1.068 0.3 0.4 0.2 0.00
H -2.803 2.636 -3.006 1.0 0.5 -0.6 -0.02
```
Forces are in eV/Å.

Computed properties:
orbital gap (alpha / beta) = 8.5 / 2.2 eV
total charge = +1
⟨S²⟩ = 0.754
calculated total energy = -1124.09002 Ha
energy relative to the best compared isomer or geometry (same formula, charge and spin) = 3.1429 eV
HOMO energy (alpha / beta) = -11.74 / -11.74 eV
2S+1 = 2

Formula: C66H49F9O12V2
Source: OMol25
Level of theory: the ωB97M-V functional and the def2-TZVPD basis

Structure (XYZ):
```
138
Properties=species:S:1:pos:R:3:forces:R:3:mulliken_charge:R:1
O 13.896 -8.821 14.537 -1.4 -0.8 -1.3 -0.51
V 12.509 -9.255 13.830 0.4 0.6 -2.1 2.57
O 11.456 -9.123 14.961 -0.2 0.0 0.3 -0.53
O 6.124 -8.865 15.365 0.8 -0.7 -0.3 -0.77
V 7.367 -9.359 14.504 1.8 0.7 -2.7 1.75
O 8.689 -9.563 15.387 -2.0 0.1 -0.4 -0.66
C 9.507 -7.377 9.655 -5.9 0.1 1.5 -0.69
C 10.751 -7.345 10.144 2.8 0.3 -3.9 0.33
C 10.948 -7.469 11.612 2.7 -0.5 1.1 0.09
O 12.156 -7.492 12.125 -0.1 -1.2 0.4 -0.95
C 9.925 -7.636 12.492 -1.9 0.2 -0.6 1.07
C 8.583 -7.756 12.025 2.4 0.6 0.2 0.32
C 8.303 -7.624 10.488 1.5 -1.4 -0.7 0.27
O 7.212 -8.031 10.092 0.3 1.0 0.3 -0.69
O 7.648 -7.982 12.813 -2.0 -1.5 2.2 -1.04
O 11.664 -7.283 9.223 0.2 0.3 2.9 -0.90
H 9.225 -7.337 8.613 0.7 -0.1 -0.2 0.43
H 10.242 -7.618 13.525 -0.6 -0.3 0.3 0.22
C 9.197 -11.101 9.748 -1.1 -0.5 2.8 -0.71
C 8.014 -11.182 10.603 1.3 0.3 -0.2 0.40
C 8.232 -11.133 12.224 5.5 0.2 -2.6 0.43
O 7.305 -10.881 12.960 -3.8 1.4 3.4 -0.86
C 9.612 -11.134 12.698 -3.6 -0.9 -1.5 0.70
C 10.642 -11.053 11.795 1.5 0.2 2.4 -0.82
C 10.483 -11.081 10.289 2.1 0.3 -4.7 0.14
O 11.457 -11.053 9.379 -1.6 -0.3 4.2 -0.84
O 11.781 -10.941 12.450 1.5 1.4 -0.6 -0.52
O 6.874 -11.214 10.205 -1.1 -0.3 0.1 -0.72
H 9.110 -11.165 8.673 -0.2 0.1 0.1 0.40
H 9.789 -11.259 13.756 0.2 0.4 0.0 0.56
F 9.310 -17.271 15.822 -0.1 -0.6 0.2 -0.34
C 9.785 -16.028 15.986 0.8 1.5 -0.4 0.44
C 11.170 -15.826 16.007 -0.6 1.7 0.0 -0.68
C 11.647 -14.454 16.060 -1.9 -2.1 -0.4 -0.44
C 10.669 -13.444 16.031 1.9 0.0 -0.2 0.08
C 9.320 -13.676 15.929 -0.2 -0.4 1.0 -0.57
C 8.862 -14.984 15.978 0.1 -0.7 -0.3 -0.47
H 11.746 -16.733 15.900 0.6 0.2 0.1 0.42
H 12.705 -14.242 16.010 0.0 0.1 0.2 0.44
H 11.010 -12.419 16.039 0.1 0.0 -0.1 0.25
H 8.698 -12.794 15.975 -0.5 -0.2 -0.3 0.44
H 7.834 -15.307 15.915 -0.2 0.4 0.0 0.40
F 8.282 -6.759 15.552 -0.2 -0.2 0.9 0.04
C 7.979 -5.477 15.327 -1.4 0.9 0.2 -0.01
C 6.896 -4.792 15.935 0.6 -0.8 -0.2 -1.04
C 6.649 -3.487 15.534 0.4 0.9 -1.5 -0.31
C 7.350 -2.906 14.465 0.3 -1.4 -0.3 -0.67
C 8.353 -3.659 13.836 -0.3 1.8 0.9 -0.81
C 8.715 -4.873 14.359 0.9 0.1 -1.2 0.84
H 6.238 -5.309 16.617 0.1 0.0 0.2 0.46
H 5.877 -2.792 15.831 -0.5 -0.7 0.9 0.31
H 7.003 -1.967 14.059 0.2 0.2 0.1 0.38
H 8.954 -3.228 13.049 -0.1 -0.1 -0.2 0.50
H 9.559 -5.351 13.886 -0.1 -0.5 0.1 0.29
F 14.037 -12.105 21.458 1.2 0.2 0.4 -0.36
C 13.350 -11.783 20.354 0.6 2.3 -0.8 0.49
C 13.632 -10.574 19.616 -1.0 -1.4 0.9 -0.72
C 12.750 -10.238 18.599 -0.8 -1.1 -0.1 -0.40
C 11.638 -11.089 18.301 0.6 0.0 1.6 -0.41
C 11.359 -12.185 19.141 0.8 1.0 -1.0 -0.61
C 12.275 -12.565 20.142 -1.7 -0.1 -0.8 -0.49
H 14.362 -9.849 19.944 0.3 -0.3 0.0 0.43
H 12.883 -9.294 18.092 0.0 0.0 -0.3 0.56
H 10.890 -10.865 17.555 0.2 0.4 -0.2 0.64
H 10.405 -12.646 18.932 0.1 -0.6 0.3 0.43
H 12.114 -13.356 20.859 -0.2 -0.2 -0.2 0.44
F 13.268 -11.655 15.132 1.0 -0.4 0.3 -0.10
C 14.467 -12.340 15.175 0.2 -0.3 0.2 -0.13
C 14.832 -13.058 14.036 -0.1 0.7 -0.1 0.58
C 16.055 -13.699 14.038 0.7 0.4 0.1 -0.27
C 16.832 -13.678 15.175 1.4 -1.2 0.4 -0.62
C 16.450 -13.104 16.342 -1.6 2.3 0.3 -0.73
C 15.283 -12.322 16.318 -1.0 -0.4 -0.2 -0.65
H 14.260 -12.981 13.124 -0.3 0.0 0.0 0.18
H 16.568 -14.055 13.157 -0.6 -0.3 -0.4 0.40
H 17.810 -14.132 15.240 0.2 -0.3 -0.7 0.33
H 17.075 -12.979 17.213 0.2 -0.5 0.0 0.37
H 14.986 -11.768 17.196 -0.2 0.1 0.0 0.34
F 17.248 -7.072 16.383 0.1 -0.7 -0.2 -0.34
C 17.139 -6.068 15.500 -0.7 0.9 0.5 0.38
C 18.193 -5.193 15.433 0.6 0.4 0.1 -0.41
C 18.067 -3.979 14.754 -0.1 -0.6 0.8 -0.56
C 16.824 -3.664 14.261 -0.6 1.0 -1.2 -0.65
C 15.753 -4.528 14.301 0.3 -1.9 0.7 -0.40
C 15.914 -5.775 14.936 -0.5 0.6 -0.5 0.09
H 19.034 -5.444 16.062 0.4 0.1 -0.2 0.42
H 18.860 -3.246 14.745 0.1 -0.1 0.0 0.38
H 16.627 -2.718 13.779 0.3 0.3 0.0 0.38
H 14.784 -4.315 13.875 0.1 0.3 0.0 0.57
H 15.066 -6.437 15.027 0.1 -0.3 0.1 0.14
F 13.783 -3.288 16.193 -0.1 -0.6 0.7 -0.31
C 13.117 -4.204 16.961 -0.6 -0.3 0.2 -0.22
C 13.163 -4.142 18.344 0.8 0.6 0.5 -0.44
C 12.401 -4.984 19.161 0.9 0.5 -1.7 -0.74
C 11.611 -5.899 18.493 -1.1 -0.1 1.6 -0.64
C 11.490 -5.959 17.131 1.3 0.1 -1.0 -1.00
C 12.342 -5.159 16.340 -0.5 -0.1 0.0 0.49
H 13.891 -3.462 18.760 -0.1 0.3 0.2 0.38
H 12.467 -4.935 20.238 0.0 0.0 0.0 0.42
H 11.003 -6.532 19.124 -0.2 -0.3 -0.2 0.46
H 10.831 -6.689 16.687 0.0 0.0 -0.2 0.74
H 12.425 -5.243 15.267 -0.4 -0.1 -0.2 0.83
F 14.134 -9.881 11.072 2.0 -0.4 0.5 -0.19
C 15.393 -9.509 11.523 -0.5 0.5 0.6 -0.40
C 15.552 -8.125 11.643 -1.6 -2.3 -1.3 -0.12
C 16.715 -7.720 12.162 1.9 1.7 1.7 -0.47
C 17.677 -8.574 12.700 0.7 -1.2 0.4 -0.41
C 17.528 -9.956 12.644 -1.3 0.7 -1.1 -1.07
C 16.366 -10.391 12.020 -1.8 -0.7 -0.8 0.31
H 14.691 -7.566 11.309 0.2 0.6 0.0 0.63
H 16.855 -6.665 12.347 0.1 0.2 -0.2 0.45
H 18.556 -8.268 13.248 0.0 0.8 -0.2 0.36
H 18.220 -10.715 12.980 0.2 0.3 0.3 0.45
H 16.119 -11.440 11.951 0.1 -0.2 0.0 0.35
F 11.662 -0.504 13.573 0.2 0.6 0.3 -0.34
C 11.637 -1.503 12.676 -1.8 2.8 -2.1 0.51
C 11.304 -1.208 11.366 0.6 0.9 -1.1 -0.56
C 11.306 -2.182 10.354 0.6 0.6 1.5 -0.54
C 11.603 -3.479 10.750 0.3 -0.5 0.3 -0.39
C 11.789 -3.767 12.102 0.1 0.6 0.8 0.12
C 11.757 -2.733 13.068 1.3 -3.8 0.9 -0.82
H 11.275 -0.145 11.178 -0.4 0.1 -0.5 0.36
H 11.277 -1.951 9.300 -0.3 0.2 0.1 0.40
H 11.819 -4.201 9.977 -0.3 -0.5 0.2 0.44
H 12.052 -4.728 12.519 -0.1 -0.5 -0.6 0.51
H 12.030 -2.818 14.110 -0.2 -0.8 0.2 0.26
F 17.601 -14.209 8.666 0.7 -0.3 -0.2 -0.35
C 16.462 -14.358 9.362 -0.4 0.8 -0.2 0.55
C 15.757 -13.201 9.631 0.1 -0.2 -0.6 -0.67
C 14.515 -13.359 10.188 -0.3 0.9 1.1 -0.41
C 14.153 -14.568 10.728 -0.9 -0.5 0.5 -0.49
C 14.910 -15.693 10.520 -0.2 -0.9 -0.7 -0.41
C 16.008 -15.613 9.693 1.5 0.4 0.1 -0.67
H 16.122 -12.232 9.323 0.1 0.0 -0.1 0.57
H 13.846 -12.525 10.339 0.0 0.3 -0.1 0.56
H 13.240 -14.640 11.299 -0.2 0.0 0.0 0.55
H 14.585 -16.677 10.822 -0.1 0.0 0.3 0.40
H 16.651 -16.423 9.380 -0.2 -0.4 0.2 0.39
```
Forces are in eV/Å.

Computed properties:
orbital gap = 4.7 eV
total charge = -2
calculated total energy = -6234.02745 Ha
energy relative to the best compared isomer or geometry (same formula, charge and spin) = 3.9783 eV
HOMO energy = -1.85 eV
2S+1 = 1